[1]
{"formula": "C18H32N2", "method": "wB97M-V/def2-TZVPD", "gap_ev": 9.21, "charge": 0, "energy_ev": -22161.914, "lumo_ha": 0.03154, "smiles": "CN(C)C(C)(C)C#CCCCCC#CC(C)(C)N(C)C", "elements": ["C", "N", "C", "H", "H", "H", "C", "C", "C", "C", "C", "C", "C", "C", "C", "C", "N", "C", "H", "H", "H", "C", "H", "H", "H", "C", "H", "H", "H", "C", "H", "H", "H", "H", "H", "H", "H", "H", "H", "H", "H", "C", "H", "H", "H", "C", "H", "H", "H", "H", "H", "H"], "xyz": [[-1.7890, 0.9763, -3.2954], [-1.8992, -0.3742, -2.7772], [-0.7153, -0.7073, -2.0072], [-0.7030, -1.7696, -1.7766], [0.1596, -0.4902, -2.6194], [-0.6290, -0.1367, -1.0708], [-3.1655, -0.6228, -2.0621], [-3.3008, 0.2396, -0.8866], [-3.3354, 0.9867, 0.0514], [-3.3587, 1.8500, 1.2170], [-2.7107, 1.1790, 2.4374], [-1.3544, 0.5449, 2.1315], [-0.3173, 1.5524, 1.6240], [0.9423, 0.8898, 1.3469], [1.9661, 0.3125, 1.1114], [3.1890, -0.4255, 0.7933], [4.3311, 0.3210, 1.3339], [4.2375, 0.6070, 2.7493], [4.4601, -0.2645, 3.3855], [4.9555, 1.3922, 2.9900], [3.2376, 0.9671, 2.9818], [5.6355, -0.2123, 1.0129], [6.3831, 0.5134, 1.3355], [5.7389, -0.3455, -0.0604], [5.8554, -1.1679, 1.5157], [3.2800, -0.4880, -0.7402], [4.0105, -1.2249, -1.0643], [2.3103, -0.7676, -1.1457], [3.5534, 0.4889, -1.1304], [3.0394, -1.8540, 1.3572], [2.9099, -1.8288, 2.4368], [3.9159, -2.4518, 1.1171], [2.1644, -2.3276, 0.9186], [-0.6693, 2.0201, 0.7005], [-0.1586, 2.3371, 2.3703], [-1.4877, -0.2342, 1.3774], [-0.9720, 0.0683, 3.0376], [-3.3777, 0.3951, 2.8046], [-2.6015, 1.9242, 3.2296], [-2.8349, 2.7802, 0.9760], [-4.3957, 2.1074, 1.4535], [-3.2267, -2.0901, -1.6075], [-4.2348, -2.3272, -1.2761], [-2.5522, -2.2795, -0.7767], [-2.9655, -2.7391, -2.4395], [-4.3486, -0.3678, -3.0103], [-5.2613, -0.7634, -2.5710], [-4.4987, 0.6942, -3.1845], [-4.1662, -0.8668, -3.9586], [-2.5683, 1.1616, -4.0302], [-0.8273, 1.0751, -3.7972], [-1.8504, 1.7435, -2.5087]], "forces_ev_per_angstrom": [[-0.03, 0.04, -0.05], [-0.06, -0.09, -0.07], [0.01, -0.06, 0.01], [0.07, -0.03, 0.06], [0.03, -0.01, 0.03], [0.02, 0.03, 0.05], [-0.16, -0.43, -0.37], [0.07, 0.29, 0.26], [-0.14, -0.12, -0.24], [-0.02, 0.15, 0.31], [0.15, -0.10, -0.04], [-0.19, 0.16, 0.15], [-0.25, -0.09, 0.07], [0.32, -0.07, -0.11], [-0.26, 0.19, 0.08], [0.01, -0.29, -0.22], [0.01, 0.15, 0.01], [0.02, 0.03, 0.05], [-0.01, 0.00, 0.02], [0.00, -0.01, 0.08], [0.04, 0.03, 0.09], [-0.03, -0.03, -0.03], [0.05, -0.05, -0.02], [0.08, -0.03, -0.05], [0.02, -0.01, -0.02], [0.03, -0.04, 0.10], [0.09, -0.07, -0.05], [-0.03, -0.05, -0.03], [0.01, 0.09, -0.04], [0.11, 0.18, -0.03], [-0.02, -0.03, 0.08], [0.09, -0.08, -0.02], [-0.06, -0.06, -0.02], [-0.04, 0.09, 0.06], [-0.07, 0.05, -0.07], [0.06, -0.01, 0.05], [0.02, -0.02, -0.07], [-0.02, 0.07, 0.03], [-0.05, -0.02, 0.03], [-0.10, 0.00, 0.05], [0.11, 0.10, -0.02], [0.05, 0.12, 0.00], [-0.05, 0.01, 0.04], [0.05, -0.04, 0.03], [0.03, -0.08, -0.11], [0.09, 0.05, 0.08], [-0.05, 0.00, 0.04], [-0.02, 0.05, -0.05], [0.03, -0.08, -0.11], [0.00, 0.09, -0.03], [-0.01, 0.03, -0.02], [0.01, 0.02, 0.00]], "mulliken_charge": [-0.92, 0.02, -1.29, 0.27, 0.46, 0.43, 2.00, -0.71, 0.20, -0.80, -0.89, -0.38, -0.22, -0.29, -1.42, 2.48, -0.07, -0.98, 0.33, 0.35, 0.23, -1.08, 0.38, 0.29, 0.35, -1.65, 0.48, 0.16, 0.43, -1.67, 0.37, 0.40, 0.42, 0.23, 0.46, 0.09, 0.46, 0.36, 0.37, 0.37, 0.36, -1.85, 0.48, 0.33, 0.39, -1.92, 0.45, 0.39, 0.41, 0.30, 0.36, 0.26]}

[2]
{"formula": "C18H32N2O4P", "method": "wB97M-V/def2-TZVPD", "gap_ev": 6.19, "charge": -1, "energy_ev": -39640.901, "lumo_ha": 0.09262, "elements": ["C", "C", "C", "O", "P", "C", "O", "C", "C", "C", "N", "C", "C", "C", "N", "C", "C", "C", "C", "C", "C", "C", "O", "H", "H", "H", "H", "H", "H", "H", "H", "H", "H", "H", "H", "H", "H", "H", "H", "H", "H", "H", "H", "H", "H", "H", "H", "H", "H", "H", "H", "C", "O", "H", "H", "H", "H"], "xyz": [[1.3305, 0.3572, -3.1371], [0.2464, 0.2798, -2.6222], [-1.0814, 0.1874, -1.9976], [-1.8216, 1.3644, -2.0311], [-2.8610, 1.5062, -0.5757], [-4.3974, 0.8350, -1.4645], [-2.3860, -0.1152, -0.0971], [-1.1105, -0.5079, -0.6080], [-1.1510, -2.0303, -0.7918], [0.1994, -2.7519, -0.8836], [0.6519, -3.2643, 0.4308], [-0.0477, -0.0406, 0.4048], [-0.3660, -0.4924, 1.8348], [-1.0714, 0.5616, 2.7044], [-0.6016, 1.9289, 2.5070], [0.5360, 2.3170, 3.3467], [1.7600, 2.5848, 2.4870], [2.5866, 1.5283, 2.1273], [3.6767, 1.7228, 1.2861], [3.9372, 2.9993, 0.8102], [3.1378, 4.0663, 1.1845], [2.0519, 3.8659, 2.0243], [1.2451, 4.9378, 2.3689], [2.1955, 0.4958, -3.7384], [-1.6213, -0.5237, -2.6546], [-3.2043, 2.8539, -1.0362], [-3.6301, 1.6787, 0.6583], [-1.7318, 2.0964, 0.0957], [-5.1728, 1.5967, -1.3502], [-4.7562, -0.0559, -0.9387], [-4.2386, 0.6189, -2.5225], [-1.7231, -2.2973, -1.6805], [-1.7014, -2.4386, 0.0611], [0.9661, -2.0756, -1.2647], [0.1576, -3.5839, -1.5940], [-0.0313, -3.9379, 0.7642], [1.5056, -3.7984, 0.3031], [0.0760, 1.0367, 0.3419], [0.9218, -0.4676, 0.1138], [-1.0312, -1.3541, 1.7888], [0.5376, -0.8579, 2.3295], [-0.9533, 0.2629, 3.7614], [-2.1397, 0.5348, 2.4902], [-1.3634, 2.5768, 2.6385], [0.2960, 3.2194, 3.9124], [0.7749, 1.5244, 4.0638], [2.3645, 0.5299, 2.4839], [4.2861, 0.8760, 0.9998], [4.7766, 3.1494, 0.1418], [3.3467, 5.0586, 0.8038], [1.5509, 5.3165, 3.1977], [0.8621, -5.9605, -3.7289], [0.9219, -4.5557, -3.9217], [1.0567, -6.1504, -2.6757], [-0.1265, -6.3566, -3.9790], [1.6189, -6.4799, -4.3250], [0.7455, -4.3716, -4.8479]], "forces_ev_per_angstrom": [[-0.21, 0.09, -0.28], [0.25, 0.41, 0.30], [-0.61, -0.59, -0.96], [0.67, -0.27, 0.50], [-0.36, 1.47, 0.05], [-0.10, -0.21, 0.45], [0.51, -0.47, -0.43], [-0.94, 0.75, 0.70], [0.45, -0.46, 0.33], [0.24, -0.26, 0.07], [-0.01, 0.04, -0.03], [0.61, -0.65, -0.53], [-0.17, 0.25, -0.05], [-0.06, -0.11, -0.05], [0.14, 0.02, 0.76], [0.03, 0.13, -0.54], [-0.28, -0.14, 0.48], [0.30, 0.09, -0.28], [-0.36, 0.06, 0.19], [0.25, -0.25, -0.07], [-0.02, 0.15, -0.10], [0.34, -0.35, -0.02], [-0.12, 0.16, -0.09], [0.12, -0.10, 0.17], [0.12, -0.10, 0.05], [-0.03, -0.18, 0.04], [-0.12, -0.17, -0.12], [0.00, -0.33, 0.02], [0.03, 0.11, -0.14], [0.07, -0.08, -0.19], [0.02, -0.02, 0.00], [-0.18, 0.25, 0.01], [-0.04, -0.02, -0.02], [-0.01, 0.02, 0.01], [-0.24, 0.16, -0.19], [-0.06, 0.10, 0.05], [0.05, 0.09, 0.00], [-0.17, 0.09, 0.07], [-0.07, 0.08, 0.04], [0.02, -0.07, 0.11], [0.08, 0.13, -0.02], [-0.05, 0.00, 0.00], [0.04, 0.10, -0.21], [-0.01, -0.01, -0.19], [-0.02, -0.03, 0.04], [0.00, -0.03, 0.02], [-0.08, 0.02, 0.04], [0.07, 0.05, -0.05], [-0.04, 0.12, -0.01], [-0.08, 0.03, 0.06], [0.03, -0.03, 0.02], [-0.03, 0.16, -0.12], [0.06, -0.16, 0.01], [0.00, 0.02, 0.02], [0.01, -0.06, 0.03], [-0.01, -0.06, 0.03], [-0.02, 0.09, 0.02]], "mulliken_charge": [-0.28, -0.91, 0.55, -0.62, 0.05, -1.29, -0.57, 0.52, -1.29, -0.44, -0.52, -0.51, -0.72, -1.63, 0.03, -1.14, 0.48, -0.04, -0.74, -0.41, -0.41, 0.22, -0.59, 0.49, 0.20, 0.00, 0.05, -0.12, 0.46, 0.27, 0.30, 0.41, 0.55, 0.45, -0.08, 0.22, 0.23, 0.81, 0.39, 0.42, 0.47, 0.33, 0.55, 0.31, 0.38, 0.40, 0.27, 0.41, 0.35, 0.42, 0.32, -0.54, -0.46, 0.20, 0.27, 0.27, 0.27]}